Record 1
C22H71ClNO33P7 | the ωB97M-V functional and the def2-TZVPD basis

Summary:
Net charge ... 0
LUMO level ... 0.13 eV

Positions of all 135 atoms, in Å:
N  1.18598  -0.37248  0.27133
H  0.35079  0.07335  0.62317
H  1.90797  0.33124  0.21134
H  0.94563  -0.74911  -0.63448
H  1.35235  -1.11370  0.93692
Cl  2.71963  -1.27527  3.44751
O  2.65655  -1.09076  4.84502
O  2.95380  0.07096  2.87808
O  3.82041  -2.09052  2.96138
O  1.46265  -1.77119  2.95006
C  1.86800  5.13239  -2.05661
O  0.82665  5.30350  -3.08399
P  -0.24633  4.15247  -3.30335
O  -0.76448  3.45320  -2.04567
O  0.55341  3.16404  -4.39416
C  1.45716  2.15925  -3.96416
O  -1.41684  4.78805  -4.29378
C  -1.78984  6.12481  -4.24023
H  1.94047  4.10235  -1.70751
H  1.60085  5.66567  -1.14428
H  2.83982  5.55657  -2.30906
H  1.13486  1.18251  -4.32498
H  1.91103  2.14646  -2.97323
H  2.31953  2.38922  -4.58988
H  -1.57290  6.76386  -3.38427
H  -2.87714  6.14959  -4.16758
H  -1.44605  6.75504  -5.06042
C  3.82496  -2.45303  -3.82407
O  3.09627  -3.61301  -3.44988
P  2.43844  -3.68688  -1.96730
O  1.57721  -2.53005  -1.63707
O  1.64028  -5.10643  -1.96118
C  0.37933  -5.38502  -1.29161
O  3.74745  -3.94341  -1.02628
C  3.69507  -4.40837  0.30953
H  3.75949  -2.29354  -4.90035
H  4.85872  -2.67360  -3.55800
H  3.51124  -1.60629  -3.21357
H  -0.38154  -5.56690  -2.05062
H  -0.04275  -4.51930  -0.78124
H  0.53742  -6.23165  -0.62354
H  4.63687  -4.25687  0.83694
H  3.38498  -5.45108  0.37802
H  2.91593  -3.85406  0.83277
C  -1.61821  -2.16062  1.32167
O  -2.68135  -3.19488  1.21089
P  -4.17280  -2.89119  0.69831
O  -5.02467  -4.10998  0.53991
O  -4.67604  -1.71905  1.72899
C  -4.15570  -1.71575  3.07864
O  -4.02053  -2.07695  -0.69148
C  -5.01982  -1.37456  -1.23827
H  -0.70777  -2.54070  0.85827
H  -1.38013  -1.98399  2.37058
H  -1.97768  -1.22923  0.88419
H  -3.66138  -2.62835  3.41165
H  -4.92217  -1.42757  3.79807
H  -3.39670  -0.95488  3.26061
H  -6.02973  -1.51102  -0.85155
H  -5.00855  -1.57440  -2.30974
H  -4.80871  -0.33973  -0.96873
C  4.58809  4.84641  0.23708
O  3.68830  3.79571  -0.04099
P  4.30145  2.37229  -0.43183
O  3.29393  1.32453  -0.77359
O  5.46095  2.75970  -1.61108
C  5.01892  2.98889  -2.92628
O  5.19294  1.95983  0.86534
C  6.17641  0.91378  0.83712
H  4.64376  5.63972  -0.50834
H  5.63595  4.63256  0.02649
H  4.39157  5.40295  1.15345
H  5.54077  2.13307  -3.35446
H  5.22167  3.97904  -3.33443
H  3.93185  3.01404  -3.00212
H  7.11355  1.39086  0.55033
H  5.95986  0.08527  0.16274
H  6.26608  0.49501  1.83946
C  -0.67376  -2.08346  -4.05508
O  -1.68778  -2.04442  -4.96591
P  -1.97453  -0.75337  -5.87437
O  -2.45379  0.40916  -5.01329
O  -0.60771  -0.64391  -6.75509
C  -0.15828  0.55116  -7.52515
O  -3.18314  -1.28071  -6.88316
C  -4.42742  -1.61842  -6.29605
H  -1.11159  -2.22287  -3.06667
H  -0.00469  -1.22396  -4.01389
H  -0.06108  -2.94456  -4.32197
H  -0.71222  1.41999  -7.16964
H  -0.35515  0.23970  -8.55098
H  0.89561  0.78912  -7.38091
H  -4.93964  -0.69946  -6.58108
H  -4.59112  -1.67308  -5.21980
H  -4.85482  -2.48166  -6.80620
C  1.08640  3.46649  2.16749
O  -0.29110  3.64337  1.63817
P  -1.19808  2.38678  2.03942
O  -0.84365  1.05852  1.50190
O  -1.26514  2.39615  3.67805
C  -0.66434  1.43077  4.56420
O  -2.76792  2.92420  1.64853
C  -3.83807  2.29795  2.12899
H  1.61087  2.74384  1.54235
H  1.12665  3.16756  3.21492
H  1.56412  4.44340  2.24187
H  -0.81083  1.68413  5.61417
H  0.41705  1.34637  4.45664
H  -1.08490  0.47451  4.25310
H  -4.49025  2.89282  2.76844
H  -3.59328  1.54595  2.87910
H  -4.41969  1.83255  1.33324
C  -4.30921  -3.76290  7.63205
O  -3.94761  -2.75211  6.77533
P  -2.45389  -2.01784  6.80672
O  -2.44962  -0.67646  6.05440
O  -1.92596  -1.87313  8.29312
C  -0.88292  -1.01170  8.58846
O  -1.50324  -3.21167  6.28760
C  -0.19753  -3.03015  5.94529
H  -5.38816  -3.63915  7.72501
H  -3.77414  -3.83089  8.57924
H  -4.19875  -4.81000  7.35011
H  -0.05558  -1.65634  8.88521
H  -0.98510  -0.36031  9.45642
H  -0.48785  -0.46398  7.73288
H  0.22583  -2.02845  6.01919
H  -0.25537  -3.12041  4.86058
H  0.28975  -3.86625  6.44690
C  -1.91689  0.57754  -1.81547
O  -0.52999  0.95882  -1.80335
H  -2.08911  -0.26761  -2.48193
H  -2.06714  0.37991  -0.75412
H  -2.60654  1.35850  -2.13575
H  -0.56531  1.90692  -1.94987

***

Record 2
C22H75F6N5O13P | the ωB97M-V functional and the def2-TZVPD basis

Summary:
Net charge ... -1
LUMO level ... 1.94 eV

Positions of all 122 atoms, in Å:
P  -3.19749  -0.18533  0.66965
F  -4.15849  -1.28292  -0.08898
F  -4.44160  -0.00198  1.77337
F  -2.66882  -1.45198  1.61852
F  -2.32257  0.97451  1.44594
F  -1.96623  -0.43554  -0.38793
F  -3.85292  1.09515  -0.07718
C  -8.56341  3.40847  3.36793
C  -8.50194  3.27121  1.82093
O  -9.82801  3.30538  1.31348
H  -8.95970  4.34302  3.76500
H  -7.52735  3.43752  3.70534
H  -9.04051  2.53413  3.81064
H  -7.88790  2.43179  1.49471
H  -7.98947  4.18469  1.51924
H  -9.74204  2.87605  0.45914
C  0.69357  -3.36001  6.60599
C  1.17022  -1.98899  6.90222
C  2.13257  -1.93706  8.08462
O  1.50715  -2.39508  9.28099
C  2.38972  -2.38739  10.36914
N  1.71856  -1.38334  5.70452
H  1.42130  -4.13027  6.35063
H  -0.01421  -3.31395  5.77833
H  0.16310  -3.71198  7.49075
H  0.33624  -1.41294  7.30314
H  2.52680  -0.93322  8.24271
H  3.01106  -2.52762  7.82464
H  3.25193  -3.03328  10.20329
H  2.03563  -2.75235  11.33326
H  2.86082  -1.43138  10.59765
H  1.89959  -0.39072  5.74957
H  0.94865  -1.49677  5.06073
C  -0.14791  4.31531  -4.67699
C  -1.63132  4.59966  -5.11601
C  -2.23792  3.31844  -5.73250
O  -1.62080  2.81380  -6.84475
C  -1.77540  3.62014  -8.02345
N  -2.31378  4.85223  -3.86298
H  0.51647  4.02600  -5.49124
H  -0.07907  3.47868  -3.98168
H  0.28167  5.22788  -4.26376
H  -1.55710  5.49874  -5.72778
H  -3.29843  3.45648  -5.94316
H  -2.20542  2.55354  -4.95663
H  -2.78607  3.95391  -8.25846
H  -1.41991  3.04966  -8.88152
H  -1.26897  4.57270  -7.86772
H  -2.05000  5.77115  -3.53724
H  -1.87388  4.26605  -3.16800
C  4.51491  -0.77326  -2.22754
C  4.64657  -1.42720  -3.60987
C  5.67526  -2.64480  -3.73913
O  6.97874  -2.18601  -3.24729
C  7.90524  -3.29215  -3.16038
N  3.38590  -1.82223  -4.08490
H  5.47389  -0.34295  -1.93893
H  4.05515  -1.36543  -1.43629
H  3.87032  0.10505  -2.26197
H  4.99164  -0.60362  -4.23495
H  5.82249  -2.94235  -4.77735
H  5.35070  -3.55495  -3.23477
H  7.49975  -4.03593  -2.47448
H  8.87947  -2.97608  -2.78744
H  8.15250  -3.59193  -4.17876
H  2.64453  -1.38416  -3.55711
H  3.30359  -2.79900  -3.84150
C  1.87083  -8.65898  -5.02725
C  2.33219  -7.49547  -4.10668
C  1.51065  -7.19038  -2.85076
O  2.20304  -6.21156  -2.03824
C  1.49260  -5.85918  -0.83231
N  3.61468  -7.93977  -3.66518
H  2.52360  -8.89705  -5.86707
H  0.85314  -8.56630  -5.40647
H  1.93107  -9.62249  -4.52117
H  2.51312  -6.62108  -4.73184
H  1.23897  -8.06489  -2.25953
H  0.52900  -6.79364  -3.10974
H  0.48166  -5.52071  -1.05932
H  1.91700  -5.04338  -0.24711
H  1.48561  -6.76739  -0.22965
H  3.75104  -7.38830  -2.83009
H  4.34905  -7.58866  -4.26312
C  2.05009  5.56251  1.60268
C  3.12558  4.47030  1.56464
C  4.46014  5.05511  1.07569
O  4.35406  5.43234  -0.31340
C  5.66234  5.62348  -0.89727
N  3.24564  3.88979  2.88539
H  1.03326  5.26211  1.85551
H  2.03061  6.07418  0.64045
H  2.40982  6.26561  2.35392
H  2.68445  3.70111  0.93073
H  5.17150  4.26083  1.30197
H  4.79940  5.89588  1.68077
H  6.42463  4.93655  -0.52965
H  5.99335  6.64524  -0.71140
H  5.46705  5.42665  -1.95141
H  3.60620  4.60605  3.49945
H  4.01317  3.23588  2.82713
O  -0.24269  3.68964  6.10347
H  -0.69072  2.85972  5.93997
H  0.55313  3.64116  5.57379
O  -6.58111  -0.13651  -4.87611
H  -6.48091  -0.83776  -5.51987
H  -5.97742  -0.37002  -4.17095
O  -4.11131  5.45527  1.38041
H  -3.92817  5.49257  2.31918
H  -4.07571  4.52313  1.16580
O  -6.81480  4.88978  -2.42895
H  -7.02883  4.02248  -2.08513
H  -5.85967  4.89406  -2.49172
O  -3.87378  -6.03406  -0.12313
H  -3.69419  -5.23555  0.37323
H  -4.75409  -5.90444  -0.47594
O  -3.34744  0.73103  5.95283
H  -3.68413  0.43775  5.10616
H  -3.46433  -0.02234  6.53161
O  -7.74167  -2.54141  2.85557
H  -6.90447  -2.16476  2.58456
H  -7.51327  -3.15930  3.55004

***

Number 1: DFT total energy -6268.3760 a.u., strongest force on any atom 0.1255 Eh/bohr. Number 2: DFT total energy -3075.7506 a.u., strongest force on any atom 0.0561 Eh/bohr.